Version P
Here is a molecular structure, C41H45AlAs2N2O5STe from the Open Molecules 2025 dataset. Energies are from wB97M-V/def2-TZVPD.

Geometry (Å):
Al 0.214 -0.067 1.449
C 3.654 -2.576 1.309
As 3.026 -1.070 2.386
C 3.864 -1.594 4.081
C 4.319 0.283 1.791
C 5.687 0.041 1.903
C 6.621 0.966 1.464
C 6.192 2.166 0.911
C 4.836 2.423 0.806
C 3.895 1.490 1.237
As 1.997 1.892 1.059
C 1.961 2.637 -0.742
C 1.856 3.532 2.096
H 4.737 -2.543 1.200
H 3.187 -2.540 0.326
H 3.368 -3.506 1.800
H 4.852 -2.024 3.919
H 3.230 -2.342 4.555
H 3.939 -0.723 4.730
H 6.036 -0.886 2.342
H 7.679 0.755 1.554
H 6.911 2.898 0.565
H 4.509 3.364 0.379
H 2.562 3.542 -0.792
H 0.930 2.866 -1.005
H 2.354 1.897 -1.437
H 2.701 4.177 1.864
H 1.858 3.308 3.160
H 0.924 4.032 1.840
O -0.472 -1.426 2.627
C -0.132 -0.780 3.667
N 0.369 0.425 3.481
S 1.064 1.005 4.869
O 2.489 1.011 4.697
O 0.426 2.205 5.308
C 0.531 -0.372 5.868
C 0.672 -0.592 7.220
C 0.117 -1.759 7.737
C -0.553 -2.667 6.921
C -0.689 -2.432 5.559
C -0.143 -1.267 5.054
H 1.200 0.106 7.855
H 0.209 -1.962 8.796
H -0.971 -3.566 7.354
H -1.205 -3.121 4.903
C 0.034 2.137 -6.841
C 0.334 0.671 -6.646
C 0.696 -0.101 -7.746
C 1.002 -1.445 -7.609
C 0.919 -2.039 -6.361
C 0.551 -1.286 -5.255
N 0.509 -1.937 -3.983
C -0.627 -1.914 -3.196
C -1.885 -2.008 -3.811
C -3.041 -2.026 -3.063
C -2.990 -1.965 -1.672
C -1.764 -1.845 -1.056
C -0.574 -1.809 -1.790
C 0.718 -1.536 -1.116
O 1.796 -1.767 -1.638
O 0.670 -0.991 0.081
C 0.275 0.082 -5.378
C -0.025 0.894 -4.145
H 0.060 2.393 -7.899
H 0.767 2.764 -6.328
H -0.952 2.399 -6.452
H 0.747 0.364 -8.723
H 1.295 -2.029 -8.472
H 1.134 -3.091 -6.225
H 1.370 -1.919 -3.449
H -1.923 -2.068 -4.891
H -3.999 -2.098 -3.564
H -3.898 -1.990 -1.085
H -1.711 -1.782 0.023
H -1.027 0.691 -3.761
H 0.048 1.962 -4.339
H 0.680 0.646 -3.349
C -7.532 -0.004 -0.505
C -6.106 0.351 -0.177
C -5.537 -0.006 1.037
C -4.234 0.354 1.374
C -3.695 -0.053 2.719
C -3.476 1.088 0.457
Te -1.530 1.796 0.964
C -4.019 1.439 -0.785
C -3.232 2.195 -1.822
C -5.328 1.068 -1.076
H -7.913 -0.771 0.170
H -7.622 -0.368 -1.529
H -8.176 0.874 -0.412
H -6.126 -0.574 1.750
H -4.424 -0.656 3.261
H -3.454 0.828 3.321
H -2.780 -0.634 2.613
H -2.287 1.688 -2.024
H -2.989 3.201 -1.476
H -3.796 2.275 -2.751
H -5.749 1.349 -2.036

**HOMO level**: -7.30 eV
**Net charge**: 0
**Frontier orbital gap**: 6.71 eV
**M**: 982.31 g mol⁻¹

Mulliken population analysis, charges in e, atoms 1 to 8: 0.5698, -0.9830, 1.0691, -1.4474, 0.2998, -0.5112, -0.8287, -0.8009


Version Q
Here is a molecular structure, C41H45AlAs2N2O5STe from the Open Molecules 2025 dataset. Energies are from wB97M-V/def2-TZVPD.

Geometry (Å):
Al 1.432 -0.833 -0.350
C -0.003 1.578 4.024
As 1.079 0.284 3.025
C 2.732 0.454 4.071
C 0.361 -1.350 3.848
C 0.441 -1.543 5.225
C -0.053 -2.689 5.823
C -0.645 -3.669 5.042
C -0.740 -3.485 3.672
C -0.239 -2.334 3.067
As -0.497 -2.114 1.143
C -2.383 -1.631 1.167
C -0.576 -3.976 0.565
H 0.039 1.398 5.098
H -1.032 1.514 3.676
H 0.371 2.580 3.810
H 2.555 0.414 5.144
H 3.187 1.414 3.826
H 3.422 -0.337 3.781
H 0.896 -0.783 5.848
H 0.023 -2.817 6.896
H -1.034 -4.571 5.495
H -1.212 -4.256 3.075
H -2.913 -2.323 1.824
H -2.775 -1.687 0.155
H -2.472 -0.615 1.544
H -1.539 -4.423 0.807
H 0.225 -4.536 1.048
H -0.433 -4.000 -0.512
O -1.575 -1.926 -1.858
C -0.547 -1.657 -2.431
N 0.719 -1.882 -1.909
S 1.884 -1.361 -2.906
O 2.771 -2.321 -3.466
O 2.506 -0.338 -2.027
C 0.833 -0.677 -4.134
C 1.149 -0.034 -5.313
C 0.084 0.357 -6.116
C -1.231 0.091 -5.744
C -1.523 -0.577 -4.564
C -0.466 -0.964 -3.760
H 2.172 0.162 -5.596
H 0.280 0.877 -7.043
H -2.037 0.415 -6.389
H -2.538 -0.789 -4.261
C -7.573 0.547 -2.532
C -6.798 1.466 -1.629
C -7.478 2.408 -0.868
C -6.797 3.255 -0.008
C -5.420 3.181 0.071
C -4.724 2.245 -0.687
N -3.316 2.201 -0.556
C -2.435 2.371 -1.586
C -2.855 2.945 -2.798
C -1.961 3.167 -3.821
C -0.618 2.819 -3.691
C -0.200 2.223 -2.521
C -1.081 1.987 -1.465
C -0.585 1.293 -0.247
O -1.178 1.307 0.821
O 0.542 0.644 -0.420
C -5.406 1.357 -1.524
C -4.675 0.284 -2.277
H -8.576 0.934 -2.703
H -7.671 -0.448 -2.092
H -7.087 0.424 -3.500
H -8.555 2.477 -0.952
H -7.337 3.982 0.583
H -4.859 3.853 0.706
H -2.905 1.911 0.322
H -3.890 3.240 -2.905
H -2.313 3.634 -4.733
H 0.082 3.010 -4.492
H 0.833 1.924 -2.397
H -4.564 0.548 -3.332
H -5.221 -0.659 -2.231
H -3.679 0.112 -1.874
C 8.571 1.186 1.938
C 7.287 0.440 1.714
C 7.218 -0.934 1.877
C 6.049 -1.647 1.640
C 6.060 -3.132 1.852
C 4.899 -0.960 1.227
Te 3.157 -2.162 0.973
C 4.940 0.432 1.073
C 3.760 1.257 0.654
C 6.136 1.099 1.315
H 9.210 0.666 2.651
H 8.383 2.190 2.319
H 9.130 1.287 1.006
H 8.100 -1.475 2.200
H 7.069 -3.477 2.071
H 5.700 -3.666 0.971
H 5.415 -3.416 2.687
H 2.853 0.959 1.187
H 3.586 1.183 -0.418
H 3.928 2.308 0.888
H 6.161 2.176 1.193

**HOMO level**: -7.27 eV
**Net charge**: 0
**Frontier orbital gap**: 7.02 eV
**M**: 982.31 g mol⁻¹

Mulliken population analysis, charges in e, atoms 1 to 8: 0.1700, -1.3111, 1.1856, -1.3026, -0.2571, -0.4164, -0.8506, -0.7800


Least stable: version P


Version P
Here is 2 unconnected molecules or ions with the total composition C3H9S2 from the Open Molecules 2025 dataset. Energies are from wB97M-V/def2-TZVPD.

Geometry (Å):
C 0.258 -1.240 -2.217
C -0.233 -0.474 -0.984
S -0.097 -1.586 0.466
C -0.377 -0.459 1.833
H 0.199 -0.567 -3.076
H -0.346 -2.125 -2.432
H 1.297 -1.539 -2.081
H -1.253 -0.119 -1.111
H 0.442 0.379 -0.847
H 0.313 0.374 1.731
H -1.408 -0.117 1.866
H -0.137 -1.011 2.745
S 0.288 2.564 0.146
H 0.675 3.838 0.328

**HOMO level**: -2.83 eV
**Net charge**: -1
**Frontier orbital gap**: 6.25 eV
**M**: 109.24 g mol⁻¹

Mulliken population analysis, charges in e, atoms 1 to 8: -1.2890, -0.0949, -0.1858, -0.6542, 0.3589, 0.3070, 0.3310, 0.3722


Version Q
Here is a molecular structure, C3H9S2 from the Open Molecules 2025 dataset. Energies are from wB97M-V/def2-TZVPD.

Geometry (Å):
C 2.465 0.177 2.607
S 1.350 1.226 1.687
H 3.473 0.502 2.532
H 2.441 -0.796 2.165
H 2.283 -0.023 3.671
C -1.999 -0.813 -2.071
C -0.991 0.253 -1.518
S -1.429 0.703 0.315
H -1.635 -1.760 -1.691
H -2.946 -0.746 -1.627
H -1.970 -0.912 -3.169
H -1.002 1.185 -2.114
H -0.025 -0.158 -1.369
H -0.015 1.163 0.581

**HOMO level**: -2.59 eV
**Net charge**: -1
**Frontier orbital gap**: 6.33 eV
**M**: 109.24 g mol⁻¹

Mulliken population analysis, charges in e, atoms 1 to 8: -0.8099, -0.5018, 0.2311, 0.2249, 0.2369, -0.9884, -0.4753, -0.3563


Version R
Here is a molecular structure, C3H9S2 from the Open Molecules 2025 dataset. Energies are from wB97M-V/def2-TZVPD.

Geometry (Å):
C -2.697 1.002 1.851
S -1.419 1.127 0.576
H -3.117 0.000 1.906
H -3.488 1.743 1.752
H -2.304 1.173 2.861
C 1.813 -0.666 -1.996
C 1.677 -0.388 -0.457
S 0.469 -1.515 0.283
H 2.041 -1.730 -2.086
H 0.877 -0.404 -2.478
H 2.708 -0.177 -2.374
H 1.356 0.641 -0.293
H 2.670 -0.573 -0.044
H -0.586 -0.233 0.500

**HOMO level**: -2.99 eV
**Net charge**: -1
**Frontier orbital gap**: 6.85 eV
**M**: 109.24 g mol⁻¹

Mulliken population analysis, charges in e, atoms 1 to 8: -0.7539, -0.4479, 0.2410, 0.2352, 0.2280, -0.9525, -0.4798, -0.5101


Least stable: version Q


Version P
Here is a molecular structure, C20H27N5O2S from the Open Molecules 2025 dataset. Energies are from wB97M-V/def2-TZVPD.

Geometry (Å):
C 3.431 2.616 -2.565
H 2.949 3.680 -2.239
C 2.876 1.573 -1.663
C 3.613 1.741 -0.317
H 3.477 2.857 -0.067
O 5.133 1.603 -0.320
H 5.491 0.706 -0.644
C 3.011 0.664 0.550
N 1.630 0.816 0.836
C 0.689 0.142 0.398
N 0.859 -1.126 -0.358
C -0.029 -1.771 -1.044
N -1.132 -1.292 -0.925
C -1.672 -0.447 -0.085
C -0.713 0.493 0.457
C -1.287 1.362 1.349
C -2.576 1.493 1.158
S -3.162 0.068 0.111
C -3.831 2.432 1.718
O -3.017 3.349 2.411
C -1.875 3.115 3.002
C -2.218 1.896 4.275
H -1.480 1.953 4.963
H -3.081 2.287 4.854
H -2.622 1.154 3.611
C -1.441 4.470 3.750
H -1.968 4.891 4.416
H -1.415 5.119 2.918
H -0.352 4.171 4.280
C -0.742 2.509 2.266
H -0.461 3.287 1.550
H -0.002 2.121 2.698
H -4.370 1.838 2.463
H -4.208 2.881 0.921
N 0.479 -2.813 -1.641
C 1.464 -3.456 -1.768
C 1.394 -4.371 -2.731
C 0.114 -4.676 -2.634
N -0.571 -3.574 -2.253
C -0.723 -5.727 -3.645
H -0.247 -5.522 -4.505
H -0.477 -6.788 -3.129
H -1.656 -5.360 -3.670
H 2.353 -5.138 -2.965
C 2.877 -2.896 -1.377
H 2.835 -2.612 -0.092
H 3.808 -3.392 -1.446
H 3.181 -1.685 -1.538
H 1.278 1.730 1.279
H 3.626 0.553 1.562
H 3.103 -0.357 0.228
H 1.878 1.453 -1.687
H 3.227 0.692 -2.111
H 4.584 2.764 -2.561
H 3.122 2.486 -3.510

**HOMO level**: -7.91 eV
**Net charge**: 0
**Frontier orbital gap**: 8.32 eV
**M**: 401.54 g mol⁻¹

Mulliken population analysis, charges in e, atoms 1 to 8: -1.5498, 0.2428, -0.1963, 0.2788, 0.3167, -0.5614, 0.3472, -0.7086


Version Q
Here is C20H27N5O2S in the gas phase from the Open Molecules 2025 dataset. Energies are from wB97M-V/def2-TZVPD.

Geometry (Å):
C 2.808 2.347 1.303
H 3.255 1.978 2.223
C 1.367 2.768 1.565
C 0.731 3.494 0.376
H 1.388 4.324 0.071
O -0.554 4.003 0.708
H -0.474 4.559 1.490
C 0.522 2.584 -0.844
N -0.450 1.554 -0.577
C -0.095 0.295 -0.262
N 1.189 -0.024 -0.374
C 1.581 -1.255 -0.085
N 0.810 -2.253 0.314
C -0.477 -1.951 0.408
C -1.040 -0.692 0.132
C -2.450 -0.700 0.337
C -2.905 -1.910 0.756
S -1.665 -3.117 0.917
C -4.358 -2.109 0.998
O -5.148 -1.516 -0.012
C -4.702 -0.297 -0.610
C -5.892 0.668 -0.590
H -6.199 0.862 0.435
H -5.629 1.608 -1.067
H -6.728 0.220 -1.118
C -4.296 -0.603 -2.058
H -5.110 -1.122 -2.557
H -3.417 -1.243 -2.077
H -4.076 0.315 -2.597
C -3.501 0.342 0.127
H -3.149 1.181 -0.470
H -3.840 0.721 1.097
H -4.626 -1.673 1.978
H -4.628 -3.167 1.009
N 2.938 -1.483 -0.193
C 3.632 -2.657 -0.048
C 4.952 -2.338 -0.238
C 4.979 -0.947 -0.492
N 3.763 -0.454 -0.463
C 6.166 -0.094 -0.758
H 6.658 -0.408 -1.678
H 5.854 0.942 -0.855
H 6.884 -0.181 0.057
H 5.790 -3.004 -0.201
C 3.003 -3.964 0.248
H 2.257 -4.209 -0.505
H 3.768 -4.737 0.266
H 2.493 -3.935 1.208
H -1.344 1.893 -0.260
H 1.457 2.102 -1.122
H 0.150 3.196 -1.671
H 0.766 1.891 1.813
H 1.337 3.442 2.427
H 2.860 1.554 0.561
H 3.394 3.196 0.956

**HOMO level**: -7.78 eV
**Net charge**: 0
**Frontier orbital gap**: 8.39 eV
**SMILES**: CC[C@H](O)CNc1nc(-n2nc(C)cc2C)nc2sc3c(c12)CC(C)(C)OC3
**M**: 401.54 g mol⁻¹

Mulliken population analysis, charges in e, atoms 1 to 8: -1.0420, 0.3715, -0.3812, 0.1582, 0.4272, -0.5738, 0.3437, -1.3401


Least stable: version P